# 1
Molecular formula: C6H12Cl2N4NaSbSe4
Method: DFT, wB97M-V/def2-TZVPD

The LUMO energy comes out at 0.1378 hartree. The molar mass comes out at 671.69 g/mol. The HOMO energy is -1.09 eV. Its HOMO-LUMO gap is 4.84 eV.

ORCA input file:
```
! wB97M-V def2-TZVPD RIJCOSX def2/J DEFGRID3
* xyz -2 1
Na 1.06806 -0.77158 1.60360
Cl -0.26990 1.95236 0.88165
C -1.69315 1.23556 0.07816
Cl -2.66234 2.50974 -0.71289
H -2.28948 0.73440 0.82999
H -1.34168 0.52824 -0.67343
C 3.02711 -3.58352 -2.63789
C 4.45109 -3.05579 -2.49571
C 5.10465 -3.56236 -1.21377
C 4.51880 -1.52918 -2.58820
N 4.08585 -0.83456 -1.38505
C 2.87165 -0.69180 -0.85343
N 2.99647 0.00861 0.25457
N 4.31181 0.27337 0.39206
N 4.97753 -0.21958 -0.58496
H 3.03142 -4.67466 -2.68286
H 2.54180 -3.20318 -3.53908
H 2.40706 -3.31452 -1.78010
H 5.04151 -3.40404 -3.35436
H 4.48687 -3.31232 -0.34829
H 6.10423 -3.14146 -1.07216
H 5.18398 -4.65068 -1.23952
H 3.90783 -1.17127 -3.41870
H 5.54695 -1.20238 -2.74345
H 1.93556 -1.07195 -1.27212
Se -1.55120 -1.70341 1.96404
Sb -0.55298 -3.15546 0.18439
Se -0.39827 -1.68710 -1.82716
Se -1.71340 -5.24924 -0.21429
Se 1.78082 -3.47631 1.00650
*
```

Results of the Mulliken charge analysis, in e, for atoms 1 through 6:
1 Na 0.44
2 Cl -0.20
3 C 0.35
4 Cl -0.25
5 H 0.14
6 H -0.13

# 2
Molecular formula: C6H12ClN
Method: DFT, wB97M-V/def2-TZVPD

The LUMO energy comes out at 0.0319 hartree. The molar mass comes out at 133.62 g/mol. The HOMO energy is -9.80 eV. Its HOMO-LUMO gap is 10.66 eV.

ORCA input file:
```
! wB97M-V def2-TZVPD RIJCOSX def2/J DEFGRID3
* xyz 0 1
C 1.38719 1.40133 -0.34510
C 0.77578 0.37092 0.49150
C -0.57552 -0.18261 -0.00977
C -1.16308 -1.00016 1.09712
C -1.68894 0.41634 -0.81411
C -1.06412 -0.79514 -1.24177
H 2.58126 1.32737 -0.16846
H 1.21142 2.73019 -0.38790
H 1.15149 1.20654 -1.47538
H 0.52144 0.90169 1.51168
H 2.47262 -0.13843 1.59076
H 2.34306 -1.06576 0.03325
H -2.33827 -1.32173 1.20224
H -0.97725 -0.54414 2.22583
H -0.53931 -1.86581 1.28790
H -1.57411 1.39958 -1.31325
H -2.65121 0.34961 -0.58852
H -1.78519 -1.56190 -1.29548
N 1.72436 -0.72851 0.87339
Cl 0.18841 -0.89937 -2.67390
*
```

Results of the Mulliken charge analysis, in e, for atoms 1 through 6:
1 C -1.14
2 C 0.20
3 C 0.79
4 C -1.63
5 C -1.00
6 C 0.05

# 3
Molecular formula: C6H12ClN
Method: DFT, wB97M-V/def2-TZVPD

The LUMO energy comes out at 0.0312 hartree. Its SMILES is NC[C@H]1C[C@H](CCl)C1. The molar mass comes out at 133.62 g/mol. The HOMO energy is -9.53 eV. Its HOMO-LUMO gap is 10.38 eV.

ORCA input file:
```
! wB97M-V def2-TZVPD RIJCOSX def2/J DEFGRID3
* xyz 0 1
C 2.65434 -0.19980 0.17288
C 1.43109 0.60991 0.68191
C 0.82395 1.41300 -0.42666
C -0.33232 0.32160 -0.36382
C -1.66239 0.71713 -0.50300
C 0.27968 -0.09214 1.19617
H 2.05513 -1.08010 -1.53372
H 1.93674 -2.06608 -0.33704
H 2.99210 -0.59252 1.22526
H 3.40712 0.56784 -0.30394
H 1.97441 1.32046 1.42226
H 0.42444 2.31600 -0.28141
H 1.28250 1.26208 -1.52639
H -0.09310 -0.45809 -0.94729
H -1.93869 0.50513 -1.60564
H -1.89271 1.95034 -0.33042
H -0.39884 0.39001 1.97446
H 0.41137 -1.13737 1.25124
N 2.57975 -1.32049 -0.72560
Cl -2.78734 -0.60897 0.08983
*
```

Results of the Mulliken charge analysis, in e, for atoms 1 through 6:
1 C -0.81
2 C 0.58
3 C -1.27
4 C 0.13
5 C -0.68
6 C -1.08

# 4
Molecular formula: C6H12ClN2Zn
Method: DFT, wB97M-V/def2-TZVPD

The LUMO energy (alpha / beta) comes out at 0.0994 / 0.0994 hartree. The molar mass comes out at 213.02 g/mol. The HOMO energy (alpha / beta) is -1.23 / -1.23 eV. Its HOMO-LUMO gap (alpha / beta) is 3.93 / 3.93 eV.

ORCA input file:
```
! wB97M-V def2-TZVPD RIJCOSX def2/J DEFGRID3
* xyz -1 1
C 1.50009 1.32970 0.42730
Zn 0.00000 0.00000 0.00000
N 0.28381 0.44871 -2.20144
H -0.18378 -0.20311 1.53318
H 1.02031 -1.08534 0.33374
H 1.93736 1.17355 1.42399
H 1.01053 2.32471 0.39492
H 2.30198 1.28264 -0.33122
H -0.52065 0.86183 -2.69476
H 0.54441 -0.38814 -2.74115
H 1.06102 1.11278 -2.32721
Cl -2.29261 -4.21444 -2.80505
C -2.47980 -2.79857 -1.78706
C -3.75036 -2.38184 -1.38243
C -3.88341 -1.25546 -0.56840
C -2.73856 -0.56055 -0.17054
N -1.50918 -0.97749 -0.57721
C -1.35866 -2.07529 -1.36898
H -4.63084 -2.92835 -1.69546
H -4.86289 -0.92476 -0.24806
H -2.82727 0.31316 0.46096
H -0.36792 -2.38833 -1.66964
*
```

Results of the Mulliken charge analysis, in e, for atoms 1 through 6:
1 C -0.88
2 Zn -0.95
3 N -0.70
4 H -0.14
5 H -0.06
6 H 0.12